(w)
The following is a DFT calculation (ωB97M-V/def2-TZVPD) of a gas-phase ion, C4H10NO (charge -1).

Geometry (Å):
C -0.6017 1.3273 0.6943
C 0.5518 0.3688 0.3791
N 1.7336 1.1344 -0.0915
C 0.1957 -0.7563 -0.5814
C -1.1463 -1.5023 -0.3037
O -2.2421 -0.7623 -0.5346
H -1.2972 0.8882 1.4074
H -0.1656 2.2344 1.1252
H -1.1744 1.5467 -0.2006
H 0.8601 -0.1030 1.3231
H 2.5849 0.6963 0.2370
H 1.7888 1.0911 -1.1049
H 0.0592 -0.3537 -1.5882
H 1.0203 -1.4848 -0.5491
H -1.0677 -2.4218 -0.9560
H -1.0995 -1.9028 0.7441

Results
SMILES string: C[C@H](N)CC[O-]
total charge: -1
HOMO energy: -2.18 eV

Quick look at the natural (NBO) charges, all values in e:
1. C -0.6171
2. C -0.0444
3. N -0.8560
4. C -0.4464
5. C -0.0034
6. O -0.9601
7. H 0.2190
8. H 0.1773
9. H 0.2294
10. H 0.1562
11. H 0.3386
12. H 0.3431
13. H 0.1802
14. H 0.1605
15. H 0.0614
16. H 0.0615

(x)
The following is a DFT calculation (ωB97M-V/def2-TZVPD) of a gas-phase ion, C4H10NO (charge -1).

Geometry (Å):
C -0.5135 1.4812 -1.1201
N -0.0473 0.1075 -1.3678
C -0.6267 -0.9709 -0.5870
C -0.3008 -0.8038 0.9526
C 1.1246 -0.1873 1.1536
O 1.9941 0.2459 0.0324
H -1.4547 1.4393 -0.6397
H -0.4142 1.9319 -2.1105
H 0.0393 2.1377 -0.4353
H 0.9748 0.1134 -0.9964
H -0.2207 -1.9499 -0.9408
H -1.6982 -1.2020 -0.5929
H -1.1942 -0.2699 1.4256
H -0.2933 -1.6821 1.5290
H 0.9108 0.5927 1.9700
H 1.7199 -0.9836 1.7272

Results
SMILES string: CNCCC[O-]
total charge: -1
HOMO energy: -2.53 eV

Quick look at the natural (NBO) charges, all values in e:
1. C -0.4279
2. N -0.7219
3. C -0.2096
4. C -0.4536
5. C -0.0704
6. O -0.9373
7. H 0.1633
8. H 0.1780
9. H 0.1728
10. H 0.4365
11. H 0.1706
12. H 0.1480
13. H 0.1564
14. H 0.1827
15. H 0.1000
16. H 0.1123

The most stable arrangement is (w), and the next structure is 0.0549 hartree less stable.

(w)
The following is a DFT calculation (ωB97M-V/def2-TZVPD) of 2 unconnected molecules or ions with the total composition C4H10NO.

Geometry (Å):
C -0.2976 -0.2499 0.9160
O 0.6268 -0.7281 1.7285
C -0.0402 0.7410 -0.1465
C -0.0735 -0.7537 -0.7658
C 1.2541 -1.7474 -0.6408
N -0.7799 1.5960 -1.0500
H -0.7371 2.8546 1.9086
H -1.2673 -0.4208 1.3894
H 0.9481 1.1889 0.0015
H -1.1079 -1.0798 -0.9386
H 0.1202 -0.4859 -1.8610
H 1.9074 -1.3346 0.1169
H 1.6569 -1.8631 -1.6464
H 0.8389 -2.6900 -0.2656
H -1.3659 3.2375 1.8369
H -1.6830 1.7352 -0.5830

Results
total charge: -1
HOMO energy: -2.16 eV

Quick look at the natural (NBO) charges, all values in e:
1. C 0.2760
2. O -0.7753
3. C -0.0902
4. C -0.5099
5. C -0.6147
6. N -1.0386
7. H 0.0223
8. H 0.1447
9. H 0.1844
10. H 0.2387
11. H 0.2789
12. H 0.2519
13. H 0.1790
14. H 0.1948
15. H -0.0229
16. H 0.2808

(x)
The following is a DFT calculation (ωB97M-V/def2-TZVPD) of a gas-phase ion, C4H10NO (charge -1).

Geometry (Å):
C 0.1841 1.4024 -1.2429
N -0.8069 1.2165 -0.1216
C -0.6409 -0.1054 0.5577
C -1.1370 -1.1820 -0.4777
C 0.7769 -0.4466 1.1589
O 1.6075 -0.9132 0.2423
H 0.2546 2.1623 -2.0562
H -0.1732 0.5498 -1.8752
H 1.2183 1.2334 -0.9357
H -0.4166 1.9337 0.4917
H -1.2780 -0.1029 1.4739
H -0.1683 -1.2317 -0.9919
H -1.1893 -2.1916 -0.0590
H -2.0730 -1.0244 -1.0312
H 1.0535 0.4882 1.8016
H 0.4312 -1.1943 1.9559

Results
SMILES string: CN[C@@H](C)C[O-]
total charge: -1
HOMO energy: -2.36 eV

Quick look at the natural (NBO) charges, all values in e:
1. C -0.4711
2. N -0.6481
3. C -0.0655
4. C -0.6939
5. C -0.0078
6. O -0.9374
7. H 0.1758
8. H 0.1940
9. H 0.2090
10. H 0.3310
11. H 0.1550
12. H 0.2654
13. H 0.1970
14. H 0.1920
15. H 0.0502
16. H 0.0543

(y)
The following is a DFT calculation (ωB97M-V/def2-TZVPD) of a gas-phase ion, C4H10NO (charge -1).

Geometry (Å):
C -0.0365 -0.6371 1.8029
N 0.0527 -0.5737 0.3609
C -1.2804 -0.6510 -0.2522
C 0.7419 0.6308 -0.0952
C 0.8598 0.7220 -1.6457
O -0.0911 1.4868 -2.2117
H -0.2374 -1.6659 2.1343
H 0.9131 -0.3393 2.2425
H -0.8038 0.0405 2.2231
H -1.2720 -0.0601 -1.1726
H -1.4978 -1.6767 -0.5450
H -2.0368 -0.2276 0.4155
H 1.7479 0.6525 0.3305
H 0.2548 1.5565 0.2671
H 1.8831 1.0926 -1.8704
H 0.8025 -0.3501 -1.9841

Results
SMILES string: CN(C)CC[O-]
total charge: -1
HOMO energy: -2.18 eV

Quick look at the natural (NBO) charges, all values in e:
1. C -0.4005
2. N -0.4477
3. C -0.4559
4. C -0.2572
5. C -0.0321
6. O -0.9689
7. H 0.1739
8. H 0.1861
9. H 0.1442
10. H 0.2716
11. H 0.1702
12. H 0.1493
13. H 0.1549
14. H 0.1525
15. H 0.0803
16. H 0.0791

(z)
The following is a DFT calculation (ωB97M-V/def2-TZVPD) of 2 unconnected molecules or ions with the total composition C4H10NO.

Geometry (Å):
C 0.8127 1.6533 0.1512
C -0.0084 0.9768 1.2386
C -2.1107 0.1990 0.6538
N -1.4337 1.1805 1.0767
H 1.8247 1.7444 0.5576
H 0.8415 0.9787 -0.7052
H 0.4367 2.6515 -0.0860
H 0.2435 1.4404 2.2068
H 0.2472 -0.0864 1.2737
H -1.6020 -0.7399 0.3904
H -3.1735 0.3555 0.4688
C 0.7855 -2.0805 -1.4423
O 0.1156 -1.3591 -0.5024
H 1.2563 -1.4280 -2.2274
H 1.6240 -2.6968 -1.0393
H 0.1405 -2.7893 -2.0150

Results
total charge: -1
HOMO energy: -2.56 eV

Quick look at the natural (NBO) charges, all values in e:
1. C -0.6184
2. C -0.2594
3. C -0.0911
4. N -0.4437
5. H 0.1833
6. H 0.2522
7. H 0.1842
8. H 0.1503
9. H 0.2355
10. H 0.2308
11. H 0.1316
12. C -0.1889
13. O -1.0034
14. H 0.0752
15. H 0.0813
16. H 0.0805

The most stable arrangement is (y), and the next structure is 0.0068 hartree less stable.

(w)
The following is a DFT calculation (ωB97M-V/def2-TZVPD) of C2H2O3 in the gas phase.

Geometry (Å):
O -0.2864 -1.3122 -1.9523
C -0.5932 -1.2249 -0.8330
C -0.9180 0.4775 -0.4352
O -1.8951 0.9360 -0.9099
O 0.1462 0.9989 0.0887
H -0.5114 -2.2525 -0.2108
H 0.0041 1.9557 -0.2049

Results
SMILES string: O=CC(=O)O
HOMO energy: -9.52 eV

Quick look at the natural (NBO) charges, all values in e:
1. O -0.4937
2. C 0.3188
3. C 0.7431
4. O -0.5609
5. O -0.6454
6. H 0.1416
7. H 0.4964

(x)
The following is a DFT calculation (ωB97M-V/def2-TZVPD) of 2 unconnected molecules or ions with the total composition C2H2O3.

Geometry (Å):
C 1.5962 0.7242 0.0754
C -0.3022 -0.5978 0.7863
O -0.8171 -1.3684 1.5236
O -1.3835 0.1462 -0.8914
O 0.7262 -0.2065 0.2259
H 2.2619 0.5017 -0.9332
H -2.0815 0.8006 -0.7867

Results
HOMO energy: -10.05 eV

Quick look at the natural (NBO) charges, all values in e:
1. C 0.2141
2. C 1.0921
3. O -0.4228
4. O -0.9787
5. O -0.4732
6. H 0.1169
7. H 0.4516

(y)
The following is a DFT calculation (ωB97M-V/def2-TZVPD) of C2H2O3 in the gas phase.

Geometry (Å):
O -1.9848 -0.3946 0.0392
C -0.9536 0.1151 0.3573
C 0.3888 -0.0976 -0.3692
O 1.4695 0.4192 0.3191
O 1.4316 -0.9505 -0.0028
H -0.7542 0.8322 1.1991
H 0.4028 0.0762 -1.5426

Results
SMILES string: O=CC1OO1
HOMO energy: -10.73 eV

Quick look at the natural (NBO) charges, all values in e:
1. O -0.4512
2. C 0.3944
3. C 0.2201
4. O -0.2498
5. O -0.2222
6. H 0.1294
7. H 0.1794

The most stable arrangement is (w), and the next structure is 0.1130 hartree less stable.

(w)
The following is a DFT calculation (ωB97M-V/def2-TZVPD) of 2 unconnected molecules or ions with the total composition C2H2O3.

Geometry (Å):
C -1.8656 0.2762 0.0285
C 2.1578 -0.7757 -0.5239
O -0.9980 1.0914 0.1008
O 2.9850 0.1724 -0.2615
O 2.1223 -0.4376 0.7338
H -2.7934 0.3654 -0.5193
H -1.6081 -0.6922 0.4417

Results
HOMO energy: -10.29 eV

Quick look at the natural (NBO) charges, all values in e:
1. C 0.2768
2. C 0.4830
3. O -0.4911
4. O -0.2392
5. O -0.2432
6. H 0.1129
7. H 0.1008

(x)
The following is a DFT calculation (ωB97M-V/def2-TZVPD) of 2 unconnected molecules or ions with the total composition C2H2O3.

Geometry (Å):
C -0.0183 -1.9990 -0.5874
C 0.3299 1.0651 1.0339
O 0.6804 -2.4750 0.1798
O -0.7197 -1.5144 -1.3524
O 0.5159 2.0714 0.2854
H -0.6326 0.5330 0.8326
H -0.1555 2.3189 -0.3918

Results
HOMO energy: -8.60 eV

Quick look at the natural (NBO) charges, all values in e:
1. C 1.0184
2. C 0.1107
3. O -0.4948
4. O -0.5247
5. O -0.6218
6. H 0.0418
7. H 0.4704

(y)
The following is a DFT calculation (ωB97M-V/def2-TZVPD) of 2 unconnected molecules or ions with the total composition C2H2O3.

Geometry (Å):
C 0.0567 1.0512 -0.1445
C -3.5321 -0.3972 0.1368
O -3.8372 0.4904 0.7905
O -0.6765 0.5000 -0.9569
O -3.2862 -1.3532 -0.4797
H 0.3768 0.3697 0.7596
H -0.9750 -0.4323 -0.8272

Results
HOMO energy: -8.34 eV

Quick look at the natural (NBO) charges, all values in e:
1. C 0.1116
2. C 1.0202
3. O -0.4826
4. O -0.6189
5. O -0.5367
6. H 0.0344
7. H 0.4720

The most stable arrangement is (x), and the next structure is 0.0060 hartree less stable.

(w)
The following is a DFT calculation (ωB97M-V/def2-TZVPD) of a gas-phase ion, C5H6NO (charge +1).

Geometry (Å):
C -2.3108 0.2671 -0.0204
O -1.3181 -0.7223 -0.0047
C -0.1112 -0.3487 -0.0716
N 0.3254 1.0392 -0.1189
C 1.6252 1.0264 0.0308
C 2.1867 -0.3801 -0.0517
C 1.1454 -1.1962 -0.0801
H -2.7912 -0.0681 -0.9946
H -2.0242 1.3644 0.1642
H -3.0274 -0.0437 0.8166
H 2.2748 1.8478 0.2470
H 3.2437 -0.5377 0.0726
H 0.7817 -2.2482 0.0107

Results
SMILES string: COC1=[N+]=CC=C1
total charge: +1
HOMO energy: -15.47 eV

Quick look at the natural (NBO) charges, all values in e:
1. C -0.3173
2. O -0.3168
3. C 0.7543
4. N -0.5068
5. C 0.2559
6. C -0.1581
7. C -0.2641
8. H 0.2458
9. H 0.2713
10. H 0.2423
11. H 0.2433
12. H 0.2695
13. H 0.2807

(x)
The following is a DFT calculation (ωB97M-V/def2-TZVPD) of a gas-phase ion, C5H6NO (charge +1).

Geometry (Å):
C 1.8122 0.4609 -0.0749
N 0.7734 -0.2266 0.1275
C -0.9356 -0.2527 -0.5385
C -1.7472 0.9394 -0.3421
C -1.7309 -0.0442 0.8003
O -1.7270 -1.1906 0.0319
C 2.0370 -0.9938 -0.0574
H 2.2988 1.3018 -0.3348
H -2.6066 0.8469 -1.0112
H -1.2984 1.8395 -0.2253
H -1.4864 0.3183 1.8491
H 2.0394 -1.6253 -1.0586
H 2.5714 -1.3735 0.8341

Results
SMILES string: C1=[N+]([C@@]23C[C@H]2O3)C1
total charge: +1
HOMO energy: -13.93 eV

Quick look at the natural (NBO) charges, all values in e:
1. C 0.2040
2. N -0.2643
3. C 0.4098
4. C -0.4414
5. C 0.1371
6. O -0.3350
7. C -0.2405
8. H 0.2459
9. H 0.2873
10. H 0.2508
11. H 0.2727
12. H 0.2381
13. H 0.2354

The most stable arrangement is (w), and the next structure is 0.1895 hartree less stable.

(w)
The following is a DFT calculation (ωB97M-V/def2-TZVPD) of a gas-phase ion, C5H6NO (charge +1).

Geometry (Å):
C 0.2657 -0.2830 0.1955
C 1.7150 -0.1340 0.0810
C 2.7211 -1.1074 -0.1138
C -0.9209 0.0130 0.1240
C -2.3383 0.0533 -0.0935
N 2.3994 0.9830 -0.0961
O 2.0697 2.2401 -0.0300
H 2.7433 -2.1478 -0.2497
H 3.7553 -0.6042 -0.3715
H 1.2219 2.5924 0.4907
H -2.8944 -0.1519 0.8047
H -2.5356 -0.6138 -0.8587
H -2.5858 1.0461 -0.4664

Results
total charge: +1
HOMO energy (spin up / spin down): -14.52 / -14.51 eV

Quick look at the natural (NBO) charges, all values in e:
1. C -0.2029
2. C -0.0013
3. C 0.0711
4. C 0.2313
5. C -0.7120
6. N 0.1594
7. O -0.3661
8. H 0.2368
9. H 0.2657
10. H 0.5154
11. H 0.2729
12. H 0.2665
13. H 0.2632

(x)
The following is a DFT calculation (ωB97M-V/def2-TZVPD) of 2 unconnected molecules or ions with the total composition C5H6NO.

Geometry (Å):
C 0.6333 1.4004 0.7381
C 0.8662 1.4166 -0.5459
C 2.4950 -1.3130 -0.4345
C -0.2172 0.8464 -1.1919
C -0.2201 -0.9868 0.7280
N -0.3302 0.4230 0.2630
O 3.5068 -1.7968 -0.3414
H 0.8313 1.7245 1.6922
H -1.1057 -1.4722 1.0516
H -1.0182 1.5560 -1.5658
H -0.1147 -0.1209 -1.8292
H 0.3932 -0.9432 1.6054
H 0.2738 -1.5860 0.0690

Results
total charge: +1
HOMO energy: -15.31 eV

Quick look at the natural (NBO) charges, all values in e:
1. C -0.0084
2. C 0.2692
3. C 0.4439
4. C -0.2856
5. C -0.4377
6. N -0.1249
7. O -0.4325
8. H 0.2785
9. H 0.2621
10. H 0.2992
11. H 0.2753
12. H 0.2246
13. H 0.2364

The most stable arrangement is (x), and the next structure is 0.0271 hartree less stable.